Record 1
Computed, not measured: one molecule with the formula C9H10N2O3 in a non-equilibrium geometry, with wB97M-V/def2-TZVPD.

Last column: Mulliken spin population.
Atoms and positions in Å:
C -1.25914 1.78658 -0.12822  0.061
C -2.35978 1.92270 -0.96059  0.624
C -1.05572 0.67096 0.75505  0.244
C -2.71239 -1.30407 -0.42564  -0.018
C 0.85938 1.06465 -0.23954  0.743
C -2.18438 -0.01819 1.54494  0.026
C -3.21309 -0.45928 0.59100  0.029
C 2.16403 -0.34685 -1.79450  0.077
C 2.22362 0.79984 -0.65798  -0.056
N 0.20243 0.23332 0.58912  -0.035
N -1.86911 -1.90245 -0.95831  0.008
O -0.00806 2.01280 -0.78534  0.049
O -3.36768 2.56407 -1.12536  0.226
O -1.10347 -2.54700 -1.58826  0.001
H -1.83145 -0.91206 2.07632  -0.003
H -2.56702 0.63808 2.32599  0.006
H -3.59631 0.49044 0.09179  -0.015
H -4.12799 -0.86644 0.98934  0.003
H 3.18434 -0.42706 -2.32443  0.001
H 1.78682 -1.26267 -1.35086  -0.002
H 1.29966 -0.03746 -2.44733  -0.007
H 2.80785 0.34213 0.11799  0.009
H 2.76010 1.62160 -1.11047  0.012
H 0.55979 -0.70421 0.74489  0.017

Atoms 1-3, force components in eV/Å:
C 1.3631 -2.7305 1.4014
C -1.2370 2.8326 -1.3210
C -2.1985 1.3909 -0.0907

Properties
**HOMO energy (alpha / beta)**: -5.40 / -9.06 eV
**Spin multiplicity**: 3
**E_LUMO (alpha / beta)**: 0.47 / -0.12 eV
**Energy**: -18609.743 eV
**Relative energy (zero: lowest compared OMol25 entry of this formula, charge and spin)**: 4.020 eV
**Gap between HOMO and LUMO (alpha / beta)**: 5.87 / 8.94 eV
**Expectation value of S²**: 2.0163

Record 2
Computed, not measured: a 2-piece molecular cluster, C28H32N2O4S overall in a non-equilibrium geometry, with wB97M-V/def2-TZVPD.

Last column: Löwdin charge in e.
Atoms and positions in Å:
C 2.49153 -7.63084 0.09745  -0.068
O 2.17492 -6.82907 1.26066  -0.097
C 1.56312 -5.63146 1.05016  -0.266
C 1.27389 -4.85302 2.19856  -0.009
C 0.66183 -3.63167 2.06316  -0.033
C 0.23748 -3.16775 0.79685  -0.224
C -0.50003 -1.91019 0.69367  -0.043
C -1.67157 -1.76394 0.03549  -0.166
C -2.49295 -0.50345 0.03495  -0.062
N -1.79719 0.64903 0.67415  -0.053
C -0.88899 1.35510 -0.03209  0.021
C -0.11256 2.32293 0.57055  0.061
C -0.19681 2.50825 1.96219  -0.178
N 0.66366 3.36399 2.64319  -0.069
C 1.16226 2.90609 3.94140  -0.123
C 1.88093 4.02801 4.68786  -0.179
O 2.83592 4.69980 3.86183  -0.134
C 2.21220 5.26555 2.70339  -0.174
C 1.56665 4.18284 1.84254  -0.140
C -1.19685 1.79943 2.66155  0.031
C -1.97844 0.88057 1.99757  -0.009
C -2.35973 -2.96635 -0.61908  -0.396
C -2.60587 -2.86300 -2.10993  -0.008
O -2.72301 -3.93785 0.03304  0.091
C 0.55667 -3.93338 -0.34174  -0.053
C 1.20983 -5.15090 -0.23224  -0.003
H 3.00088 -8.50665 0.50663  0.089
H 1.57050 -7.93193 -0.43024  0.096
H 3.15737 -7.08427 -0.59064  0.095
H 1.54406 -5.26636 3.16692  0.115
H 0.42470 -3.03328 2.94408  0.113
H -0.12285 -1.05164 1.25535  0.117
H -2.78207 -0.22177 -0.98840  0.141
H -3.41753 -0.68794 0.60271  0.140
H -0.78944 1.09201 -1.09280  0.128
H 0.59465 2.86968 -0.04704  0.112
H 0.32958 2.55967 4.56242  0.112
H 1.87356 2.06395 3.81005  0.146
H 1.13011 4.74175 5.07777  0.130
H 2.48112 3.61081 5.50930  0.134
H 1.44678 6.01587 2.98667  0.132
H 3.03650 5.74225 2.15254  0.135
H 2.36835 3.56246 1.39570  0.146
H 0.99924 4.67611 1.04325  0.134
H -1.37288 1.96946 3.71973  0.116
H -2.75874 0.29303 2.48609  0.149
H -2.14424 -1.96114 -2.54247  0.060
H -2.18615 -3.75298 -2.60644  0.099
H -3.69338 -2.85758 -2.28948  0.093
H 0.30149 -3.55981 -1.33690  0.065
H 1.42973 -5.74062 -1.12868  0.106
C -2.37197 3.90957 -4.54954  -0.084
O -1.07978 3.87270 -3.90401  -0.127
C -0.43247 2.67698 -3.87231  -0.320
C 0.83559 2.67565 -3.23748  -0.059
C 1.41713 1.48671 -2.88503  -0.164
C 0.68294 0.26600 -3.03326  -0.857
S 1.02298 -1.04143 -2.05552  0.562
C -0.39637 0.26144 -3.97345  -0.151
C -0.99326 1.45501 -4.33469  -0.062
H -2.65971 4.96319 -4.50430  0.085
H -2.29350 3.57051 -5.59595  0.091
H -3.09627 3.28240 -4.00148  0.089
H 1.27003 3.64385 -2.99769  0.107
H 2.39750 1.46774 -2.41853  0.090
H -0.77948 -0.68739 -4.34753  0.089
H -1.91157 1.46727 -4.93047  0.094

Atoms 1-3, force components in eV/Å:
C -0.2131 0.4196 0.5593
O 0.1314 -0.2385 -0.5927
C -0.4076 0.6035 -0.4187

Properties
**HOMO energy**: -5.33 eV
**E_LUMO**: -0.74 eV
**Energy**: -51556.920 eV
**Relative energy (zero: lowest compared OMol25 entry of this formula, charge and spin)**: 4.919 eV
**Gap between HOMO and LUMO**: 4.59 eV